{
  "formula": "C6H16CdIO2",
  "method": "wB97M-V/def2-TZVPD",
  "species": ["Cd", "I", "C", "C", "C", "O", "H", "H", "H", "H", "H", "H", "H", "H", "C", "C", "C", "O", "H", "H", "H", "H", "H", "H", "H", "H"],
  "coordinates": [[20.280, -6.306, 16.489], [15.981, -6.419, 17.633], [12.325, -0.822, 18.116], [13.520, -0.191, 18.720], [13.743, -0.658, 20.111], [14.562, -0.757, 17.973], [11.451, -0.446, 18.648], [12.282, -1.899, 18.276], [12.225, -0.568, 17.061], [13.471, 0.878, 18.513], [13.854, -1.741, 20.070], [12.874, -0.457, 20.738], [14.648, -0.293, 20.595], [14.361, -1.694, 17.919], [11.603, -8.370, 23.075], [11.261, -6.902, 23.000], [12.277, -5.999, 23.711], [11.168, -6.658, 21.616], [10.837, -8.941, 22.550], [11.583, -8.643, 24.130], [12.568, -8.663, 22.659], [10.266, -6.711, 23.400], [12.096, -4.951, 23.471], [13.313, -6.198, 23.438], [12.297, -6.272, 24.766], [12.005, -6.960, 21.255]],
  "e_homo_ev": -11.77,
  "energy_ha": -853.66144,
  "homo_lumo_gap_ev": 2.02,
  "charge": 1,
  "max_force_ev_per_a": 2.51,
  "relative_energy_ev": 3.481,
  "lumo_ev": -9.75
}